# C38H73BrF5N2O15P2

3 unconnected molecules or ions with the total composition C38H73BrF5N2O15P2 in a non-equilibrium geometry (ωB97M-V/def2-TZVPD, the OMol25 dataset).

Results
**Electronic energy**: -6485.66230 a.u.
**Frontier orbital gap**: 8.7 eV
**Strongest force on any atom**: 0.138 hartree/bohr
**Net charge**: +1
**LUMO**: -2.62 eV
**Spin multiplicity**: 1

Each line ends with the Mulliken charge.
Cartesian coordinates (Å):
C 6.82964 -1.03061 -3.78100  -0.5436
O 6.54190 -0.32424 -4.98423  -0.3779
C 6.87401 1.05848 -4.88095  -0.5291
C 5.85878 1.89119 -5.69321  -0.7523
C 5.42141 3.15755 -4.87228  -1.2085
C 3.91617 3.08869 -4.56994  -1.2061
C 3.59219 2.35808 -3.21790  -0.5334
C 3.11464 0.90394 -3.38547  -0.9010
C 1.59284 0.63129 -3.52528  -1.1144
C 0.66464 1.35712 -2.52021  0.4525
C -0.12376 2.59430 -3.08292  0.9266
C 0.69830 3.50823 -4.00802  -1.6949
C -0.46227 3.46501 -1.83406  -1.8352
N -0.63156 2.66999 -0.59530  0.9999
C -1.22823 3.46638 0.55267  -1.2651
C -0.28727 3.48574 1.75982  -0.0046
C 0.92716 4.39577 1.40489  -1.0332
Br -1.17064 4.33938 3.27563  -0.0630
C -1.32735 1.36212 -0.84703  -0.9708
O -1.37656 0.85056 0.44251  -0.4577
C -2.72704 1.65612 -1.41115  -1.0065
C -3.84401 0.63224 -1.08185  -0.5398
C -5.22640 1.36722 -1.11929  -1.0874
O -6.12213 0.58292 -1.94078  -0.3957
C -5.90795 0.85673 -3.27035  0.9004
C -6.41731 2.14631 -3.88498  -1.0669
O -5.32788 0.06120 -3.96463  -0.4985
C -0.36588 0.42911 -1.78934  0.1153
C -1.26751 -0.30376 -2.78727  -2.1469
O -0.55317 -1.23871 -3.60575  -0.4836
C -1.35991 -2.15908 -4.18410  1.0849
F -0.66908 -2.71126 -5.17571  -0.2770
F -1.70077 -3.13627 -3.35040  -0.2459
F -2.45374 -1.61780 -4.71645  -0.2665
N 0.26351 -0.50038 -0.84571  1.4796
C 1.61073 -0.33271 -0.50477  -0.0394
O 2.56598 -0.94974 -0.87208  -0.4640
F 1.81913 0.66891 0.40584  -0.1228
C -0.19183 -1.82904 -0.75569  -0.1545
O -1.06898 -2.23472 -0.05472  -0.2444
F 0.47624 -2.71506 -1.49954  -0.2433
H 7.22641 -2.00391 -4.08003  0.2883
H 5.90904 -1.13095 -3.19559  0.0983
H 7.62029 -0.55486 -3.19175  0.3267
H 6.75338 1.33245 -3.82693  0.3569
H 7.88128 1.27572 -5.25390  0.2810
H 4.96048 1.30945 -5.90133  0.4044
H 6.24427 2.23277 -6.65529  0.5470
H 5.56430 4.01938 -5.53435  0.3457
H 6.03557 3.34507 -3.99025  0.5706
H 3.53393 4.11161 -4.45990  0.3954
H 3.33069 2.60812 -5.35840  0.5768
H 2.94220 3.00930 -2.62505  0.1508
H 4.54649 2.32648 -2.67977  0.8108
H 3.56472 0.30419 -2.59177  0.1057
H 3.56203 0.52848 -4.31259  0.5823
H 1.53027 -0.43764 -3.29706  0.2580
H 1.22341 0.72801 -4.54875  0.8613
H 1.35993 1.83822 -1.81154  0.7613
H -1.01809 2.31184 -3.63766  -0.0322
H -0.00910 4.13878 -4.55905  0.5540
H 1.21416 2.92793 -4.77077  0.3423
H 1.37276 4.17157 -3.47070  0.4058
H -1.39698 3.99937 -2.01574  0.4731
H 0.33405 4.18860 -1.66003  0.5611
H 0.25965 2.38666 -0.16977  0.0778
H -1.25743 4.49520 0.18418  0.7259
H -2.25365 3.20066 0.79011  0.6259
H 0.09477 2.49532 2.00807  0.3305
H 1.70014 3.72859 0.98861  0.2047
H 1.35244 4.87770 2.28024  0.4816
H 0.69700 5.12107 0.62259  0.2446
H -1.91761 0.04966 0.47686  0.4528
H -2.75852 1.80679 -2.49332  -0.2580
H -3.13653 2.60875 -1.05399  1.5359
H -3.95636 -0.15513 -1.82669  0.2618
H -3.78439 0.20019 -0.08022  0.5622
H -5.68738 1.38009 -0.13425  0.3872
H -5.16373 2.35285 -1.58787  0.3341
H -6.20015 2.18146 -4.94886  0.3473
H -7.47892 2.32726 -3.70967  0.3343
H -5.88726 3.00387 -3.44855  0.3002
H -1.73803 0.38821 -3.48619  0.7116
H -2.08549 -0.84537 -2.29973  1.0994
O -4.36896 -2.36763 3.67579  -0.8419
P -4.69822 -3.78693 3.32882  1.3036
O -4.59569 -3.79402 1.69174  -0.3349
C -3.33308 -3.53698 1.08616  -0.0681
C -2.35123 -4.67856 1.29631  -1.0508
O -6.32812 -3.72526 3.53912  -0.3886
C -6.90057 -2.88313 4.54478  -0.3476
C -7.54991 -1.67283 3.90545  -1.0861
O -4.67042 -5.40739 3.50826  -0.3982
C -5.73729 -6.29921 3.15008  -0.1529
C -5.86021 -6.55148 1.66421  -0.9087
H -2.92767 -2.59961 1.47445  0.1482
H -3.51846 -3.40100 0.01917  0.2566
H -2.11072 -4.79820 2.35694  0.2999
H -1.42658 -4.49870 0.75359  0.3664
H -2.77926 -5.62082 0.95583  0.2128
H -6.15158 -2.58229 5.27681  0.3532
H -7.65232 -3.47174 5.07466  0.3404
H -6.86067 -1.16716 3.22911  0.2125
H -7.88686 -0.96499 4.66416  0.3806
H -8.41099 -1.97926 3.30921  0.3135
H -6.68483 -5.98837 3.58114  0.2244
H -5.48771 -7.24260 3.64014  0.3486
H -6.28683 -5.69296 1.14705  0.2498
H -6.51940 -7.40312 1.48982  0.4279
H -4.88801 -6.76289 1.21950  0.1550
O 3.69534 0.12939 7.26177  -0.8006
P 3.75743 0.21715 5.77171  1.1239
O 2.76669 -0.99395 5.28338  -0.2737
C 1.38129 -0.92605 5.60407  -0.5177
C 0.70125 0.20230 4.84893  -0.7028
O 5.23536 -0.46023 5.53849  -0.3863
C 6.28246 -0.26813 6.49902  -0.3633
C 6.49994 -1.53757 7.29565  -1.1395
O 3.79219 0.94041 4.29026  -0.3275
C 4.47916 0.39951 3.15645  -0.3697
C 3.78051 -0.78441 2.51831  -0.6204
H 1.24255 -0.79433 6.68034  0.2908
H 0.94602 -1.88728 5.33057  0.3413
H 1.10588 1.16499 5.17654  0.2940
H -0.37570 0.20354 5.02354  0.5730
H 0.88039 0.12359 3.77480  -0.0977
H 6.06073 0.57159 7.15691  0.3697
H 7.18989 -0.01512 5.94632  0.3369
H 5.56396 -1.90624 7.71410  0.2860
H 7.20996 -1.37129 8.10658  0.3775
H 6.88944 -2.32538 6.64863  0.3019
H 5.51531 0.16427 3.38335  0.2650
H 4.51776 1.21871 2.43254  0.3806
H 3.88920 -1.67477 3.13529  0.4417
H 4.22310 -1.00037 1.54375  0.4271
H 2.71540 -0.59819 2.38403  -0.1970

Forces on atoms 1 to 2 (eV/Å):
C 0.255 -0.281 -0.620
O 0.491 0.292 0.237